# 1
C4H10N2 | ωB97M-V with the def2-TZVPD basis set

Each atom is followed by the atoms it is bonded to, with distances in Å.
Element x y z (Å)
1 C 2.40805 -0.37146 -0.49466  N2 1.279, H7 1.015, H8 1.024
2 N 1.41610 -0.79484 0.19319  C1 1.279, N3 1.423
3 N 0.26187 -0.10542 0.66028  N2 1.423, C4 1.455, C5 1.429
4 C 0.24774 1.28255 0.22271  N3 1.455, H9 1.039, H10 1.094, H11 1.191
5 C -1.01369 -0.73805 0.78695  N3 1.429, C6 1.532, H12 1.045, H13 1.199
6 C -1.76896 -0.51853 -0.52767  C5 1.532, H14 1.004, H15 1.020, H16 1.140
7 H 3.19994 -0.98523 -0.66013  C1 1.015
8 H 2.46915 0.56862 -0.89482  C1 1.024
9 H 0.54595 1.53808 -0.73894  C4 1.039
10 H -0.73215 1.75428 0.34093  C4 1.094
11 H 0.80547 1.93161 1.05119  C4 1.191
12 H -1.40041 -0.25542 1.62906  C5 1.045
13 H -0.74438 -1.88918 0.98844  C5 1.199
14 H -2.40541 -1.28336 -0.65794  C6 1.004
15 H -2.24893 0.38076 -0.49364  C6 1.020
16 H -1.04034 -0.51441 -1.40497  C6 1.140

The calculation puts the HOMO energy at -8.22 eV. Its relative energy (zero: lowest compared OMol25 entry of this formula, charge and spin) is 81.1 kcal/mol. Its spin multiplicity is 1. Its total charge is 0. The calculation puts the LUMO energy at 0.040 Ha. Its total energy is -7287.1041 eV. The calculation puts the largest force on an atom at 5.3 eV/A. As for the SMILES: C=NN(C)CC.

# 2
C4H10N2 | ωB97M-V with the def2-TZVPD basis set

Each atom is followed by the atoms it is bonded to, with distances in Å.
Element x y z (Å)
1 C -0.60478 -1.66538 -0.82424  C2 1.506, H5 1.089, H6 1.093, H7 1.092
2 C -0.07084 -0.27448 -1.04454  C1 1.506, C3 1.358, H8 1.082
3 C 1.08205 0.17516 -0.48587  C2 1.358, N4 1.385, H9 1.084
4 N 1.86519 -0.53964 0.40484  C3 1.385, H10 1.007, H11 1.009
5 H -1.62473 -1.74262 -1.19789  C1 1.089
6 H -0.61391 -1.92496 0.23702  C1 1.093
7 H -0.00073 -2.41291 -1.34375  C1 1.092
8 H -0.39633 0.21781 -1.95159  C2 1.082
9 H 1.56237 1.06618 -0.87295  C3 1.084
10 H 2.42709 0.00614 1.03813  N4 1.007
11 H 1.40805 -1.31916 0.85323  N4 1.009
12 C -0.89729 1.97058 1.31024  N13 1.241, H14 1.124, H15 1.086
13 N -1.81615 1.34243 0.76052  C12 1.241, H16 1.113
14 H 0.16096 1.82905 0.95971  C12 1.124
15 H -1.09121 2.61035 2.16634  C12 1.086
16 H -1.38974 0.66147 -0.00918  N13 1.113

The calculation puts the HOMO energy at -8.22 eV. Its relative energy (zero: lowest compared OMol25 entry of this formula, charge and spin) is 44.9 kcal/mol. Its spin multiplicity is 1. Its total charge is 0. The calculation puts the LUMO energy at 0.034 Ha. Its total energy is -7288.6722 eV. The calculation puts the largest force on an atom at 2.7 eV/A. As for the SMILES: C/C=C\N.C=N.

Kohn-Sham gap, respectively: 9.31 9.15 eV.